No. 1
13
Properties=species:S:1:pos:R:3 method="wB97M-V/def2-TZVPD" gap_ev=3.69 e_above_lowest_kj_mol=214.61 charge=+3
In 1.59544 0.36961 -2.39866
C 1.36708 -0.77965 1.52378
O 2.17592 -0.42465 0.40678
H 1.82865 -1.61801 2.04552
H 1.37827 0.04654 2.23469
H 0.34031 -0.95230 1.20124
H 3.06381 -0.42585 0.77182
C -2.17551 0.95723 -1.02957
O -0.97163 0.20579 -0.86586
H -2.65397 0.27812 -1.73526
H -2.78367 1.07894 -0.13323
H -1.98230 1.95836 -1.41493
H -1.18245 -0.69407 -0.60626

=====

No. 2
113
Properties=species:S:1:pos:R:3 method="wB97M-V/def2-TZVPD" gap_ev=8.27 e_above_lowest_kj_mol=486.87 charge=+5
B 0.00441 0.24501 0.14450
F -0.78828 1.25858 -0.43045
F -0.30191 -0.99104 -0.45286
F 1.38263 0.50103 -0.02983
F -0.23143 0.09879 1.54290
C -5.40341 2.49005 0.07201
C -4.06363 2.99257 0.58895
C -4.18837 3.88552 1.83007
O -2.88652 4.24057 2.30489
C -2.00621 5.00973 1.46488
N -3.09108 1.89238 0.93564
H -3.24880 1.60065 1.89837
H -3.17858 1.09913 0.30243
H -2.13467 2.21154 0.78398
H -5.88180 1.73492 0.70884
H -5.43320 1.95508 -0.88101
H -6.19939 3.23099 -0.00266
H -3.65316 3.61008 -0.20929
H -4.55027 3.39320 2.73681
H -4.77525 4.79513 1.69552
H -1.07385 5.03680 2.01879
H -2.37045 6.02531 1.28490
H -1.97961 4.65273 0.42871
C 0.53405 0.00523 6.72020
C -0.40179 0.04504 5.51575
C -1.03935 1.40686 5.24649
O -1.65998 1.78454 6.48578
C -1.87392 3.19839 6.52757
N 0.53260 -0.20593 4.28598
H 0.03544 0.00694 3.38852
H 1.32031 0.42692 4.14194
H 0.74869 -1.19291 4.16911
H 0.96205 -0.99039 6.86834
H -0.09883 0.17461 7.58995
H 1.42121 0.63402 6.65495
H -1.09388 -0.78100 5.36312
H -1.81904 1.28619 4.48493
H -0.32443 2.20081 5.01914
H -2.73084 3.47546 5.92162
H -0.98700 3.78263 6.26526
H -2.01517 3.40316 7.58853
C -0.60719 -4.71270 -0.67909
C -1.90903 -4.21113 -0.01871
C -2.75911 -5.33736 0.52645
O -4.00066 -4.76242 0.91867
C -4.63791 -5.43868 1.99649
N -1.66304 -3.17654 1.05651
H -1.30078 -3.49307 1.95951
H -1.03671 -2.40196 0.79951
H -2.52568 -2.68343 1.30259
H -0.14329 -5.45305 -0.02611
H 0.12565 -3.91510 -0.83343
H -0.72528 -5.15818 -1.66517
H -2.52392 -3.66180 -0.73262
H -2.28126 -5.73700 1.43447
H -2.84799 -6.27623 -0.02481
H -5.04220 -6.36817 1.59045
H -5.38703 -4.88976 2.56062
H -3.89004 -5.73685 2.74227
C 5.82844 -1.52702 -3.48553
C 5.44780 -2.56039 -2.44872
C 4.42236 -2.04657 -1.40985
O 4.11074 -3.04612 -0.48332
C 3.27140 -2.64519 0.56694
N 4.70440 -3.74756 -3.10220
H 4.01641 -3.46379 -3.79909
H 5.31459 -4.37430 -3.63550
H 4.27284 -4.24040 -2.31632
H 6.77962 -1.81328 -3.94159
H 6.09238 -0.54453 -3.09506
H 5.09632 -1.43183 -4.28667
H 6.19630 -3.06264 -1.83828
H 3.58505 -1.39451 -1.69814
H 4.96978 -1.26924 -0.85090
H 2.23146 -2.41745 0.29845
H 3.69207 -1.87139 1.21356
H 3.06188 -3.45271 1.27303
C 4.37545 1.53201 0.40227
C 3.78067 2.69600 -0.35451
C 3.67115 2.50174 -1.85152
O 3.23802 3.66989 -2.52470
C 4.25629 4.66040 -2.71412
N 2.33992 3.05693 0.08803
H 2.36066 2.99523 1.11102
H 1.90708 3.96909 -0.05791
H 1.69018 2.29711 -0.14019
H 3.80342 0.60992 0.30565
H 4.47651 1.81545 1.45171
H 5.38519 1.30874 0.05937
H 4.33815 3.62601 -0.24553
H 2.98509 1.70417 -2.14827
H 4.64482 2.22169 -2.26528
H 3.99294 5.44303 -3.42547
H 5.18287 4.28804 -3.15698
H 4.38481 5.15714 -1.75085
C 0.13703 0.62636 -4.23328
C -1.16283 -0.00965 -3.74469
C -2.42142 0.32952 -4.53721
O -2.57439 -0.41556 -5.71363
C -3.86330 -0.58229 -6.27949
N -1.04373 -1.52899 -3.89041
H -1.90499 -2.07701 -3.92000
H -0.41865 -1.66035 -4.68578
H -0.55542 -1.95637 -3.09932
H 0.13881 0.88814 -5.28895
H 1.03678 0.03442 -4.03710
H 0.29823 1.48028 -3.57396
H -1.43442 0.23318 -2.72059
H -2.48295 1.41164 -4.68468
H -3.28258 0.08470 -3.90059
H -3.86443 -1.23876 -7.14391
H -4.21299 0.38623 -6.65155
H -4.59755 -0.86504 -5.51928

=====

No. 3
15
Properties=species:S:1:pos:R:3 method="wB97M-V/def2-TZVPD" gap_ev=10.79 e_above_lowest_kj_mol=296.35
O -1.19321 -2.43187 -0.45344
C -1.33965 -1.02153 -0.49079
C -0.19962 -0.52115 0.34685
O 1.11384 -0.65973 -0.23238
C 1.48759 0.61573 0.29173
C 0.83244 1.67657 -0.49830
C 0.06150 0.95816 0.62486
H -0.73722 -2.58338 0.37853
H -1.31693 -0.65055 -1.52072
H -2.28317 -0.68667 -0.02555
H -0.24794 -1.19840 1.22816
H 2.38395 0.67605 0.89887
H 0.67135 1.53926 -1.56682
H 1.12496 2.69584 -0.23047
H -0.37790 1.54454 1.42112

=====

No. 4
9
Properties=species:S:1:pos:R:3 method="wB97M-V/def2-TZVPD" gap_ev="9.60 / 3.94" e_above_lowest_kj_mol=377.32
C -0.08714 -0.27678 0.21219
O -0.22599 -0.94857 1.43782
Si -0.34559 -2.43468 1.97295
Br -2.78503 -1.76754 -2.12011
Br 1.23106 -3.82759 1.31857
Br -0.58075 -2.21619 4.14007
H -1.04886 0.15819 -0.06066
H 0.24101 -0.95159 -0.57761
H 0.64905 0.51288 0.35567

=====

No. 5
17
Properties=species:S:1:pos:R:3 method="wB97M-V/def2-TZVPD" gap_ev=7.47 e_above_lowest_kj_mol=0.00 charge=+1
C -2.55181 1.16966 -0.02495
O -1.35011 0.44805 -0.32586
C -1.32027 -0.88124 0.04864
C -0.19253 -1.56311 -0.15148
O 0.85141 -0.90950 -0.74428
C 2.10840 -0.65218 0.05393
C 2.32860 0.84044 0.08140
Yb 0.55534 1.29205 -1.04073
H -2.29009 2.23140 -0.01319
H -3.29776 0.97569 -0.80425
H -2.92627 0.86372 0.95925
H -2.25887 -1.31698 0.38464
H 2.88100 -1.22170 -0.47556
H 1.92770 -1.10312 1.03825
H 3.25665 1.13373 -0.42598
H 2.34219 1.23282 1.10808
H -0.06359 -2.53974 0.33209

=====

No. 6
102
Properties=species:S:1:pos:R:3 method="wB97M-V/def2-TZVPD" multiplicity=2 gap_ev="8.50 / 8.50"
C -0.69852 5.19399 0.02677
O 0.01115 3.99981 -0.19842
C -0.69260 3.09329 -1.02003
C -0.09985 1.70343 -0.87278
C -0.86242 0.74424 -1.79595
C -0.76834 -0.74194 -1.40923
N -1.57348 -1.52566 -2.35000
C -1.71408 -1.35149 -3.59673
C -0.57325 -1.28216 -4.60406
C -3.08546 -1.19628 -4.19826
C 0.74768 -1.16642 -1.47658
C 1.44710 -1.67661 -0.20236
C 2.55637 -2.65339 -0.63758
C 2.16382 -0.55689 0.55607
N 0.49679 -2.44771 0.63297
O 0.27027 -3.62468 0.17717
C -0.71065 -1.72638 1.10340
C -0.38763 -0.84826 2.34146
C -1.70784 -2.79050 1.60010
C -1.42685 -0.91562 -0.01408
H -0.22202 5.72447 0.84801
H -0.71914 5.82663 -0.86777
H -1.73567 4.99134 0.32030
H -0.68285 3.42624 -2.06725
H -1.74044 3.04572 -0.69144
H 0.95058 1.72916 -1.16173
H -0.21320 1.43595 0.17684
H -0.43293 0.89074 -2.79093
H -1.92126 1.01777 -1.83911
H -0.11024 -0.29099 -4.61885
H 0.20542 -1.98841 -4.32384
H -0.91161 -1.52348 -5.61034
H -3.82911 -1.10445 -3.41095
H -3.10549 -0.27176 -4.77840
H -3.37616 -2.03888 -4.82922
H 1.32293 -0.33648 -1.89128
H 0.81239 -1.97325 -2.20196
H 3.41003 -2.06964 -0.98475
H 2.89409 -3.20057 0.24399
H 2.21377 -3.35326 -1.39116
H 2.85933 -0.06943 -0.12748
H 2.77725 -1.00030 1.34418
H 1.50063 0.17873 1.00119
H -0.38689 0.21776 2.10790
H -1.09629 -1.02793 3.14630
H 0.61553 -1.07830 2.69793
H -2.21064 -3.28645 0.77461
H -2.47012 -2.28145 2.19227
H -1.21683 -3.51519 2.24933
H -2.38031 -1.39881 -0.20739
H -1.68450 0.05672 0.40528
C 2.40003 -2.58312 7.00028
C 1.73967 -3.22132 5.78261
C 2.58570 -3.13838 4.50586
O 2.59432 -1.86736 3.88689
C 3.50810 -0.91961 4.40998
N 0.40812 -2.63690 5.60452
H 2.34601 -1.49480 6.96448
H 1.89244 -2.90237 7.90998
H 3.44959 -2.87327 7.07942
H 1.60686 -4.28581 5.99957
H 2.14887 -3.81599 3.76651
H 3.61361 -3.47953 4.68915
H 4.43653 -1.39154 4.74439
H 3.07009 -0.34763 5.23209
H 3.74300 -0.22407 3.61165
H -0.08059 -3.13289 4.86433
H 0.52940 -1.69688 5.23715
C -8.42048 0.25070 -7.11213
C -7.68320 1.00143 -6.00780
C -6.19655 0.63757 -5.89833
O -5.93053 -0.60536 -5.27885
C -6.04921 -1.73426 -6.12320
N -8.39978 0.80781 -4.74543
H -8.63568 -0.77891 -6.82660
H -9.37449 0.73465 -7.31807
H -7.84178 0.23769 -8.03783
H -7.72425 2.06778 -6.25100
H -5.71375 1.38425 -5.26122
H -5.70557 0.68554 -6.88012
H -5.73711 -1.50342 -7.14643
H -7.06884 -2.12654 -6.13403
H -5.39844 -2.51193 -5.72511
H -7.98382 1.39253 -4.02665
H -8.22327 -0.14181 -4.42872
C 6.27707 4.63886 2.68363
C 6.72464 3.62681 3.73314
C 6.54840 2.16815 3.29361
O 5.21751 1.69572 3.34150
C 4.40441 2.01182 2.22554
N 6.03828 3.91813 4.99382
H 5.19074 4.72090 2.63980
H 6.66617 5.62655 2.92834
H 6.64226 4.36851 1.69094
H 7.79635 3.77462 3.89900
H 7.10434 1.53404 3.98933
H 6.97530 2.00216 2.29522
H 4.97850 2.00326 1.29366
H 3.90401 2.97626 2.33943
H 3.63789 1.24044 2.16541
H 6.41011 3.32192 5.72725
H 5.07052 3.62266 4.89691

=====

Result set for E: -420.03750, -2160.14638, -345.69208, -8126.70493, -1504.74540, -1755.02315 a.u., one per record in the order listed.